# 1
{
  "formula": "C19H28ClO2Sc",
  "method": "wB97M-V/def2-TZVPD",
  "orbital_gap_ev": 5.60,
  "de_lowest_kcal_mol": 63.0,
  "species": ["O", "C", "C", "H", "H", "C", "H", "H", "C", "H", "H", "H", "C", "H", "H", "H", "Sc", "C", "C", "C", "H", "C", "C", "H", "H", "H", "H", "C", "C", "C", "H", "C", "C", "H", "H", "H", "H", "O", "C", "C", "H", "H", "C", "H", "H", "C", "H", "H", "H", "H", "Cl"],
  "xyz": [[-1.22, 0.99, 0.73], [-2.62, 1.58, 0.42], [-2.41, 2.94, 0.98], [-3.41, 1.06, 0.97], [-2.84, 1.61, -0.66], [-1.05, 2.36, 1.35], [-3.04, 3.21, 1.84], [-2.25, 3.77, 0.26], [-1.01, 2.29, 2.88], [-1.96, 1.82, 3.23], [-0.90, 3.29, 3.35], [-0.16, 1.67, 3.16], [0.11, 3.11, 0.72], [-0.11, 3.31, -0.34], [1.02, 2.51, 0.87], [0.24, 4.07, 1.25], [-0.03, -0.99, 0.65], [2.87, -3.32, -0.32], [1.66, -3.82, -0.93], [1.27, -2.89, -1.94], [1.13, -4.76, -0.70], [2.23, -1.81, -1.97], [3.21, -2.08, -0.95], [4.08, -1.48, -0.73], [3.48, -3.81, 0.45], [0.41, -3.04, -2.61], [2.29, -1.01, -2.69], [1.85, -2.26, 2.30], [2.27, -0.97, 1.90], [1.27, -0.03, 2.25], [3.25, -0.66, 1.56], [0.16, -0.77, 2.83], [0.53, -2.15, 2.84], [-0.09, -2.95, 3.26], [2.49, -3.14, 2.27], [1.45, 1.04, 2.16], [-0.79, -0.37, 3.19], [-0.32, -0.28, -1.47], [0.26, 0.86, -2.19], [-0.83, 1.20, -3.18], [1.21, 0.55, -2.64], [0.47, 1.69, -1.50], [-1.55, -0.14, -3.42], [-0.43, 1.70, -4.08], [-1.56, 1.86, -2.70], [-1.67, -0.54, -1.96], [-0.89, -0.81, -3.99], [-2.50, 0.03, -3.95], [-1.84, -1.61, -1.70], [-2.40, 0.14, -1.44], [-1.27, -2.95, 0.39]]
}

# 2
{
  "formula": "C4H7NO",
  "method": "wB97M-V/def2-TZVPD",
  "orbital_gap_ev": [8.76, 8.76],
  "de_lowest_kcal_mol": 123.2,
  "species": ["C", "C", "C", "C", "N", "O", "H", "H", "H", "H", "H", "H", "H"],
  "xyz": [[0.24, 0.46, -0.25], [1.25, 1.44, 0.12], [1.52, -0.10, 0.19], [-1.61, -1.21, -0.12], [-1.09, 0.14, -0.26], [-1.94, 1.05, -0.54], [1.74, 2.16, -0.72], [1.31, 1.83, 1.13], [1.67, -0.34, 1.24], [2.19, -0.67, -0.45], [-1.84, -1.56, -1.21], [-2.52, -1.18, 0.49], [-0.92, -2.02, 0.36]]
}

# 3
{
  "formula": "C39H54BrIrN4OSSi2",
  "method": "wB97M-V/def2-TZVPD",
  "spin_multiplicity": 2,
  "s2": 0.75,
  "charge": 1,
  "orbital_gap_ev": [7.37, 6.86],
  "de_lowest_kcal_mol": 0.0,
  "species": ["Ir", "C", "Si", "C", "C", "C", "C", "C", "C", "C", "C", "N", "Si", "C", "C", "C", "H", "H", "H", "H", "H", "H", "H", "H", "H", "H", "H", "H", "H", "H", "H", "H", "H", "H", "H", "H", "H", "H", "C", "C", "C", "C", "C", "C", "C", "Br", "C", "O", "C", "C", "C", "C", "C", "C", "H", "H", "H", "H", "H", "H", "H", "H", "H", "H", "H", "H", "H", "H", "H", "H", "H", "H", "H", "H", "S", "C", "C", "C", "C", "C", "C", "C", "C", "C", "N", "H", "H", "H", "H", "H", "H", "C", "C", "N", "C", "C", "N", "H", "H", "H", "H", "H", "H"],
  "xyz": [[0.29, 1.71, 0.81], [2.52, -0.66, -4.48], [2.22, -0.17, -2.70], [2.37, -1.70, -1.62], [3.64, 0.93, -2.17], [0.61, 0.88, -2.65], [1.01, 2.21, -2.21], [1.42, 3.09, -3.24], [2.05, 4.27, -2.97], [2.29, 4.59, -1.64], [1.83, 3.73, -0.68], [1.15, 2.58, -0.92], [-0.99, 0.81, -3.70], [-1.31, 2.50, -4.47], [-2.52, 0.45, -2.67], [-0.85, -0.39, -5.12], [3.50, -1.14, -4.55], [2.52, 0.21, -5.15], [1.78, -1.37, -4.85], [3.35, -1.66, -1.14], [2.35, -2.61, -2.23], [1.61, -1.78, -0.85], [4.56, 0.35, -2.26], [3.56, 1.24, -1.12], [3.76, 1.82, -2.78], [1.28, 2.76, -4.26], [2.37, 4.92, -3.78], [2.83, 5.48, -1.35], [2.02, 3.97, 0.35], [-1.27, 3.32, -3.76], [-2.32, 2.48, -4.89], [-0.63, 2.73, -5.30], [-2.27, 0.37, -1.61], [-2.97, -0.50, -2.97], [-3.26, 1.24, -2.82], [-0.10, -0.07, -5.85], [-1.82, -0.41, -5.64], [-0.62, -1.40, -4.82], [-2.15, -5.01, 4.12], [-0.80, -4.28, 4.26], [0.34, -5.28, 4.04], [-0.69, -3.72, 5.67], [-0.71, -3.18, 3.20], [-0.59, -1.85, 3.50], [-0.48, -0.95, 2.46], [-0.49, 0.88, 3.01], [-0.45, -1.21, 1.08], [-0.25, -0.24, 0.17], [-0.71, -2.60, 0.78], [-0.79, -3.49, 1.85], [-1.08, -3.28, -0.56], [-0.28, -4.58, -0.76], [-2.58, -3.62, -0.46], [-0.89, -2.46, -1.84], [-2.24, -5.78, 4.88], [-2.26, -5.48, 3.15], [-2.98, -4.31, 4.25], [0.30, -6.07, 4.80], [1.31, -4.79, 4.11], [0.28, -5.76, 3.06], [-0.75, -4.53, 6.40], [-1.51, -3.03, 5.90], [0.25, -3.20, 5.83], [-0.57, -1.49, 4.52], [-0.97, -4.52, 1.61], [-0.51, -5.35, -0.03], [0.79, -4.39, -0.72], [-0.52, -4.99, -1.74], [-2.81, -4.22, 0.41], [-2.89, -4.18, -1.35], [-3.17, -2.71, -0.41], [-0.02, -2.79, -2.39], [-0.78, -1.40, -1.62], [-1.75, -2.61, -2.48], [4.25, 1.77, 2.85], [4.09, 0.22, 2.14], [2.92, 0.06, 1.46], [2.11, 1.23, 1.49], [2.71, 2.22, 2.23], [1.95, 3.41, 2.51], [2.34, 4.46, 3.34], [1.48, 5.52, 3.55], [0.23, 5.51, 2.93], [-0.09, 4.46, 2.11], [0.74, 3.44, 1.89], [4.89, -0.50, 2.26], [2.65, -0.86, 0.97], [3.31, 4.42, 3.82], [1.77, 6.34, 4.19], [-0.48, 6.32, 3.08], [-1.05, 4.41, 1.61], [-3.38, 0.85, 1.06], [-2.92, 2.07, 0.34], [-1.68, 2.47, 0.10], [-1.78, 3.63, -0.65], [-3.08, 3.93, -0.85], [-3.79, 2.94, -0.21], [-2.56, 0.18, 1.25], [-4.11, 0.32, 0.45], [-3.86, 1.11, 2.01], [-0.91, 4.16, -0.99], [-3.56, 4.73, -1.39], [-4.79, 2.85, -0.19]]
}

# 4
{
  "formula": "C19H22N4O",
  "method": "wB97M-V/def2-TZVPD",
  "orbital_gap_ev": 8.92,
  "de_lowest_kcal_mol": 7.5,
  "species": ["O", "C", "C", "C", "N", "C", "N", "C", "H", "C", "N", "C", "C", "H", "H", "H", "H", "C", "C", "C", "C", "C", "C", "C", "H", "H", "H", "H", "H", "H", "H", "H", "H", "H", "N", "C", "C", "C", "C", "H", "H", "H", "H", "H", "H", "H"],
  "xyz": [[-3.91, -1.13, -1.68], [-3.60, -0.36, -0.80], [-2.35, 0.41, -0.81], [-1.45, 0.30, -1.87], [-0.30, 0.93, -1.90], [0.00, 1.69, -0.84], [1.19, 2.33, -0.86], [2.21, 1.80, -1.74], [2.99, 2.56, -1.83], [2.77, 0.50, -1.11], [2.41, 0.49, 0.29], [2.74, 1.74, 0.93], [1.75, 2.80, 0.39], [2.26, 3.75, 0.21], [0.92, 2.95, 1.08], [2.63, 1.64, 2.01], [3.78, 2.05, 0.73], [2.74, -0.74, 0.97], [1.78, -1.81, 0.51], [0.42, -1.59, 0.63], [-0.49, -2.52, 0.17], [-0.04, -3.71, -0.39], [1.32, -3.94, -0.50], [2.23, -3.00, -0.05], [3.29, -3.19, -0.15], [1.67, -4.87, -0.94], [-0.75, -4.44, -0.75], [-1.55, -2.33, 0.25], [0.08, -0.66, 1.06], [3.79, -1.06, 0.79], [2.62, -0.58, 2.05], [2.31, -0.37, -1.58], [3.87, 0.45, -1.25], [1.77, 1.60, -2.71], [-0.82, 1.91, 0.20], [-1.97, 1.28, 0.22], [-2.87, 1.51, 1.39], [-3.72, 0.27, 1.65], [-4.50, -0.10, 0.40], [-5.16, 0.74, 0.12], [-5.13, -0.97, 0.56], [-3.07, -0.57, 1.93], [-4.40, 0.45, 2.48], [-3.52, 2.36, 1.17], [-2.26, 1.77, 2.26], [-1.68, -0.33, -2.72]]
}

# 5
{
  "formula": "C19H16Co2NO8",
  "method": "wB97M-V/def2-TZVPD",
  "charge": -1,
  "orbital_gap_ev": 6.33,
  "species": ["O", "C", "Co", "C", "O", "C", "O", "C", "C", "C", "C", "C", "C", "C", "C", "C", "Co", "C", "O", "C", "O", "C", "O", "H", "H", "H", "H", "H", "H", "H", "C", "C", "O", "C", "C", "N", "O", "H", "H", "H", "H", "H", "H", "H", "H", "H"],
  "xyz": [[-3.71, 2.21, 0.29], [-2.64, 1.86, 0.53], [-1.04, 1.34, 0.97], [-0.43, 2.81, -0.19], [-0.45, 3.97, -0.45], [-1.60, 1.02, 2.60], [-2.09, 0.79, 3.62], [-0.80, -0.38, 0.01], [-1.94, -1.25, -0.24], [-2.35, -2.20, 0.70], [-3.59, -2.82, 0.58], [-4.44, -2.52, -0.49], [-3.96, -1.70, -1.52], [-2.71, -1.08, -1.40], [0.25, 0.34, -0.53], [0.36, 1.63, -1.16], [0.87, -0.63, 0.77], [0.59, -0.73, 2.57], [0.62, -0.86, 3.72], [2.52, -0.03, 0.62], [3.63, 0.25, 0.48], [1.33, -2.29, 0.40], [1.80, -3.34, 0.24], [-1.69, -2.38, 1.55], [-3.88, -3.53, 1.35], [-5.46, -2.93, -0.52], [-4.57, -1.52, -2.40], [-2.34, -0.41, -2.17], [1.36, 2.04, -1.21], [-0.15, 1.63, -2.14], [2.43, 5.91, 7.16], [2.25, 5.89, 5.66], [2.00, 4.52, 5.32], [1.75, 4.36, 4.01], [1.56, 2.91, 3.63], [1.56, 2.83, 2.20], [1.62, 5.29, 3.24], [2.65, 6.93, 7.48], [1.48, 5.62, 7.63], [3.22, 5.23, 7.49], [1.42, 6.50, 5.31], [3.17, 6.21, 5.15], [2.39, 2.35, 4.05], [0.62, 2.57, 4.10], [1.33, 1.90, 1.85], [1.02, 3.60, 1.81]]
}

# 6
{
  "formula": "C5H9N2O5S",
  "method": "wB97M-V/def2-TZVPD",
  "charge": -1,
  "orbital_gap_ev": 8.90,
  "de_lowest_kcal_mol": 0.0,
  "species": ["C", "C", "C", "C", "C", "N", "N", "O", "O", "O", "O", "O", "S", "H", "H", "H", "H", "H", "H", "H", "H", "H"],
  "xyz": [[-1.23, 1.72, -0.06], [1.85, 0.39, 0.64], [1.17, -0.97, 0.66], [0.85, 1.49, 0.85], [0.61, -1.48, -0.60], [-0.44, 1.01, 0.57], [1.08, -1.23, -1.73], [-2.42, 1.30, -0.36], [-1.21, -3.46, -1.13], [-1.06, 3.05, -0.53], [-1.28, -2.53, 1.13], [-2.06, -1.18, -0.79], [-1.15, -2.23, -0.32], [2.73, 0.39, 1.36], [2.20, 0.47, -0.36], [1.75, -1.80, 1.16], [0.35, -0.89, 1.35], [0.83, 1.84, 1.82], [1.00, 2.26, 0.02], [0.63, -1.72, -2.40], [-2.32, 0.19, -0.40], [-1.87, 3.39, -0.88]]
}

# 7
{
  "formula": "C9H8BrNOP",
  "method": "wB97M-V/def2-TZVPD",
  "charge": 1,
  "orbital_gap_ev": 7.68,
  "species": ["O", "P", "Br", "C", "C", "C", "C", "C", "C", "N", "C", "C", "C", "H", "H", "H", "H", "H", "H", "H", "H"],
  "xyz": [[4.16, -0.79, -0.18], [3.60, 0.72, -0.43], [3.82, 1.71, 1.55], [1.79, 0.32, -0.38], [1.34, -0.53, -1.45], [0.03, -0.89, -1.57], [-0.92, -0.42, -0.64], [-2.29, -0.74, -0.70], [-3.15, -0.27, 0.24], [-2.68, 0.53, 1.24], [-1.41, 0.88, 1.34], [-0.47, 0.43, 0.41], [0.89, 0.79, 0.53], [3.61, -1.29, 0.44], [2.07, -0.88, -2.17], [-0.28, -1.53, -2.37], [-2.66, -1.37, -1.50], [-4.20, -0.51, 0.23], [-3.33, 0.87, 1.93], [-1.13, 1.53, 2.15], [1.22, 1.43, 1.34]]
}

# 8
{
  "formula": "C2H3N2O2P",
  "method": "wB97M-V/def2-TZVPD",
  "orbital_gap_ev": [6.09, 7.58],
  "de_lowest_kcal_mol": 123.6,
  "species": ["C", "C", "N", "N", "O", "O", "P", "H", "H", "H"],
  "xyz": [[1.71, 1.05, 1.50], [-1.52, -0.03, -0.73], [1.73, 2.10, 2.02], [1.26, -0.07, 0.86], [1.83, -1.17, 0.94], [0.42, -1.82, -1.47], [0.25, -0.41, -1.17], [-2.27, 0.03, -1.59], [-1.74, -0.74, 0.05], [-1.68, 1.06, -0.42]]
}

# 9
{
  "formula": "C9H36N18O9",
  "method": "wB97M-V/def2-TZVPD",
  "orbital_gap_ev": 8.65,
  "de_lowest_kcal_mol": 178.9,
  "species": ["C", "O", "N", "N", "H", "H", "H", "H", "C", "O", "N", "N", "H", "H", "H", "H", "C", "O", "N", "N", "H", "H", "H", "H", "C", "O", "N", "N", "H", "H", "H", "H", "C", "O", "N", "N", "H", "H", "H", "H", "C", "O", "N", "N", "H", "H", "H", "H", "C", "O", "N", "N", "H", "H", "H", "H", "C", "O", "N", "N", "H", "H", "H", "H", "C", "O", "N", "N", "H", "H", "H", "H"],
  "xyz": [[0.75, 0.37, 0.03], [1.12, 1.32, 0.74], [-0.46, -0.12, -0.06], [1.65, -0.21, -0.77], [-1.11, 0.33, 0.58], [-0.79, -1.00, -0.42], [2.55, 0.23, -0.76], [1.33, -1.06, -1.22], [5.12, 1.84, -0.19], [4.60, 2.06, 0.87], [6.41, 1.60, -0.40], [4.60, 1.88, -1.35], [6.76, 1.84, -1.32], [6.97, 1.76, 0.42], [5.23, 1.98, -2.14], [3.77, 2.45, -1.32], [1.69, 3.36, -2.78], [0.78, 2.84, -3.38], [2.22, 4.50, -3.20], [1.95, 2.89, -1.63], [2.99, 5.06, -2.85], [1.86, 4.83, -4.09], [1.28, 2.16, -1.40], [2.32, 3.60, -1.02], [2.92, 3.00, 4.09], [2.96, 3.10, 5.28], [3.85, 2.30, 3.57], [2.01, 3.49, 3.26], [4.68, 2.11, 4.10], [3.89, 2.02, 2.60], [1.33, 4.12, 3.68], [2.21, 3.36, 2.28], [-4.37, -0.48, -2.83], [-4.29, -1.08, -3.89], [-5.21, 0.45, -2.71], [-3.52, -0.47, -1.81], [-5.10, 0.98, -1.86], [-5.89, 0.71, -3.40], [-3.82, -0.01, -0.96], [-2.57, -0.81, -1.85], [0.05, 0.16, 4.64], [-0.49, -0.29, 5.63], [1.25, 0.10, 4.21], [-0.51, 0.94, 3.78], [1.94, -0.49, 4.65], [1.34, 0.30, 3.22], [0.14, 1.48, 3.22], [-1.47, 1.21, 3.91], [0.19, -3.28, -1.74], [-0.56, -2.66, -1.12], [0.86, -2.78, -2.77], [0.77, -4.33, -1.37], [1.83, -3.05, -2.82], [0.55, -1.83, -2.95], [0.61, -4.59, -0.41], [1.34, -4.90, -1.98], [-3.92, -4.54, -1.87], [-4.81, -5.34, -1.70], [-3.36, -3.78, -0.97], [-3.90, -3.98, -3.02], [-3.82, -3.92, -0.08], [-2.53, -3.21, -1.03], [-4.48, -4.25, -3.80], [-3.51, -3.06, -3.15], [-3.82, -0.93, 1.62], [-4.04, 0.10, 1.01], [-4.50, -2.03, 1.54], [-2.91, -1.10, 2.57], [-5.20, -2.17, 0.83], [-4.41, -2.87, 2.09], [-2.37, -0.29, 2.82], [-2.97, -1.93, 3.14]]
}

# 10
{
  "formula": "C4H8NO3",
  "method": "wB97M-V/def2-TZVPD",
  "charge": -1,
  "orbital_gap_ev": 8.67,
  "de_lowest_kcal_mol": 25.8,
  "species": ["C", "C", "O", "N", "H", "H", "H", "H", "H", "C", "C", "O", "O", "H", "H", "H"],
  "xyz": [[0.33, -1.53, -0.95], [1.78, -1.46, -0.67], [2.65, -2.27, -0.90], [2.21, -0.11, -0.33], [3.15, -0.13, 0.05], [1.39, 0.46, 0.17], [-0.17, -1.37, 0.03], [-0.11, -2.51, -1.17], [0.01, -0.89, -1.75], [-2.17, 1.22, 0.70], [-0.72, 1.70, 0.96], [0.05, 0.77, 1.19], [-0.50, 2.87, 0.91], [-2.52, 1.34, -0.34], [-2.92, 1.75, 1.25], [-2.46, 0.15, 0.86]]
}

# 11
{
  "formula": "C4H6N2O",
  "method": "wB97M-V/def2-TZVPD",
  "charge": 2,
  "orbital_gap_ev": 10.97,
  "de_lowest_kcal_mol": 18.2,
  "species": ["C", "C", "C", "C", "N", "N", "O", "H", "H", "H", "H", "H", "H"],
  "xyz": [[2.91, -0.07, -0.13], [0.48, -0.34, -0.02], [4.25, 0.01, 0.06], [-4.67, 0.21, -0.36], [1.75, -0.27, -0.03], [-0.66, -0.37, 0.19], [-3.92, -0.42, 0.37], [4.47, 0.01, 1.09], [4.53, 1.01, -0.42], [4.69, -0.96, -0.51], [-5.03, 1.23, -0.07], [-5.19, -0.15, -1.28], [-3.62, 0.10, 1.11]]
}

# 12
{
  "formula": "C3H6Br2O3",
  "method": "wB97M-V/def2-TZVPD",
  "orbital_gap_ev": 9.72,
  "de_lowest_kcal_mol": 71.5,
  "species": ["C", "C", "C", "O", "O", "O", "Br", "Br", "H", "H", "H", "H", "H", "H"],
  "xyz": [[-0.16, 1.58, -0.72], [0.93, -0.70, -0.02], [-0.08, -0.04, -0.99], [-0.85, 2.39, -1.31], [0.74, -1.88, 0.52], [-0.81, 0.51, 1.51], [2.62, -0.85, -1.09], [-1.67, -1.07, -0.65], [0.81, 1.85, 0.02], [-0.26, -0.25, -2.17], [1.30, -0.06, 0.74], [-1.78, 0.74, 1.29], [-0.12, -2.47, 0.45], [-0.68, 0.26, 2.43]]
}